[1]
Below is a molecular structure, C26H72F3Na2O24 at a distorted geometry, with properties calculated with ωB97M-V/def2-TZVPD.

Calculated values
frontier orbital gap (alpha / beta)	3.574 / 8.774	eV
maximum force	4.61	eV/A
total energy	-3463.41716	Ha
HOMO energy (alpha / beta)	-0.139 / -0.331	Eh
net charge	0
⟨S²⟩	0.750
spin multiplicity	2

Atoms and positions in Å:
Na 0.957 -0.084 5.037
Na 2.065 -3.391 3.505
C 0.217 -0.562 1.538
O -0.309 -1.552 0.669
O 0.966 -1.149 2.613
C 0.860 0.698 0.742
F 1.890 0.355 -0.110
F -0.096 1.263 0.006
F 1.219 1.759 1.520
C -1.634 -1.518 0.231
C -2.182 -2.812 -0.108
H -2.087 -3.606 0.632
H -3.253 -2.730 -0.294
H -1.936 -3.270 -1.066
H -1.723 -0.876 -0.646
H -2.273 -0.990 0.939
H -0.623 -0.053 2.010
C -4.259 1.372 0.476
C -4.187 1.769 1.948
O -3.052 0.996 2.489
O -3.365 2.165 -0.243
H -5.186 1.732 0.030
H -4.210 0.291 0.343
H -5.132 1.607 2.465
H -4.089 2.829 2.183
H -2.303 1.471 2.121
H -3.118 1.827 -1.107
C 5.803 -1.939 1.321
C 4.494 -1.411 1.882
O 3.389 -2.262 1.725
O 6.364 -2.918 2.145
H 6.533 -1.139 1.202
H 5.668 -2.315 0.307
H 4.134 -0.481 1.442
H 4.684 -1.348 2.953
H 2.631 -1.696 1.889
H 5.665 -3.576 2.168
C -1.774 -2.037 5.100
C -2.395 -0.779 5.607
O -1.337 0.107 5.855
O -1.283 -2.754 6.180
H -1.081 -1.813 4.288
H -2.575 -2.587 4.606
H -3.076 -0.992 6.431
H -2.906 -0.526 4.678
H -1.473 1.024 6.106
H -0.343 -2.606 6.305
C -0.205 1.739 -4.467
C 0.793 1.939 -3.328
O 2.011 2.706 -3.680
O -1.470 1.518 -4.113
H 0.324 0.920 -4.954
H -0.126 2.509 -5.235
H 1.218 0.968 -3.074
H 0.349 2.268 -2.388
H 2.621 2.048 -4.021
H -2.065 2.139 -4.540
C 3.637 4.043 0.058
C 4.216 4.763 -1.186
O 5.195 5.658 -0.630
O 2.711 4.800 0.754
H 4.389 3.780 0.801
H 3.031 3.154 -0.121
H 3.559 5.282 -1.884
H 4.733 4.020 -1.794
H 5.828 5.898 -1.311
H 2.726 5.690 0.393
C -3.536 -5.407 -1.985
C -4.977 -6.099 -1.877
O -5.663 -5.626 -0.768
O -2.961 -5.813 -3.224
H -2.824 -5.604 -1.184
H -3.684 -4.336 -2.121
H -4.782 -7.170 -1.922
H -5.548 -5.878 -2.779
H -6.122 -4.800 -0.935
H -2.113 -5.379 -3.101
C 2.021 -4.269 -1.776
C 0.513 -4.108 -1.945
O 0.023 -5.255 -2.604
O 2.384 -5.262 -0.845
H 2.559 -3.398 -1.401
H 2.393 -4.595 -2.747
H 0.424 -3.104 -2.361
H 0.143 -4.067 -0.921
H 0.268 -5.871 -1.910
H 2.634 -6.049 -1.336
C -3.566 -0.693 -3.925
C -4.599 0.419 -3.454
O -5.162 1.012 -4.541
O -4.449 -1.878 -4.025
H -2.725 -0.899 -3.263
H -3.115 -0.366 -4.862
H -4.004 1.299 -3.208
H -5.438 0.240 -2.782
H -5.843 1.384 -3.976
H -4.859 -2.159 -4.846
C 4.507 -1.861 -3.195
C 3.503 -0.747 -3.186
O 3.664 0.199 -4.276
O 4.370 -2.831 -4.252
H 4.351 -2.356 -2.237
H 5.404 -1.251 -3.308
H 3.620 -0.171 -2.268
H 2.476 -1.104 -3.100
H 3.451 -0.261 -5.092
H 5.163 -3.177 -4.668
C 2.340 4.438 4.591
C 2.980 3.081 4.348
O 2.035 2.025 4.456
O 1.539 4.767 3.440
H 2.924 5.255 5.013
H 1.744 4.245 5.483
H 3.761 2.765 5.039
H 3.479 2.941 3.389
H 1.346 2.281 3.839
H 2.093 4.771 2.657
C -1.554 4.368 1.138
C -2.852 5.140 1.175
O -3.332 5.280 2.475
O -0.550 5.348 1.513
H -1.295 3.960 0.161
H -1.503 3.616 1.926
H -3.591 4.776 0.461
H -2.725 6.168 0.834
H -2.624 5.813 2.845
H 0.130 4.919 2.038

***

[2]
Below is C9H8Br2N4O4 in the gas phase at a distorted geometry, with properties calculated with ωB97M-V/def2-TZVPD.

Calculated values
frontier orbital gap	9.318	eV
maximum force	6.25	eV/A
total energy	-6015.72171	Ha
SMILES	CN1C(=O)[C@H]2N(N(C)C1=O)[C@]1(Br)C(=O)NC(=O)[C@]21Br
HOMO energy	-0.354	Eh
net charge	0

Atoms and positions in Å:
C 2.916 -0.925 -1.600
N 1.776 -0.735 -0.776
C 0.569 -1.175 -1.272
O 0.489 -1.776 -2.286
C -0.767 -0.732 -0.553
N -0.492 -0.031 0.598
N 0.809 -0.241 1.327
C 0.739 -0.455 2.797
C 1.866 -0.580 0.570
O 2.862 -0.961 1.088
C -0.942 1.308 0.158
Br 0.576 2.452 0.049
C -2.201 2.015 0.635
O -2.275 2.765 1.568
N -3.301 1.567 -0.007
C -2.965 0.479 -0.912
O -3.698 -0.312 -1.410
C -1.426 0.576 -1.109
Br -0.872 1.265 -2.817
H 3.182 -1.946 -1.673
H 3.796 -0.370 -1.384
H 2.759 -0.528 -2.582
H -1.464 -1.528 -0.367
H 1.452 0.207 3.349
H 1.017 -1.514 2.779
H -0.283 -0.468 3.262
H -4.120 1.644 0.566

***

[3]
Below is 10 unconnected molecules or ions with the total composition C17H54N8O10 at a distorted geometry, with properties calculated with ωB97M-V/def2-TZVPD.

Calculated values
frontier orbital gap	9.207	eV
maximum force	6.16	eV/A
total energy	-1870.63807	Ha
SMILES	NC(N)=O.NC(N)=O.NC(N)=O.NC(N)=O.CC(C)O.CCO.CCO.CCO.CCO.CCO
HOMO energy	-0.330	Eh
net charge	0

Atoms and positions in Å:
N 0.413 -0.335 0.133
C -0.810 -0.073 -0.144
N -1.304 -0.586 -1.182
O -1.438 0.781 0.495
H 0.890 0.074 0.924
H 0.904 -0.928 -0.521
H -0.806 -1.249 -1.759
H -2.252 -0.314 -1.396
N 0.844 -1.874 -3.879
C 1.339 -2.499 -2.804
N 1.577 -3.742 -3.047
O 1.562 -1.943 -1.773
H 0.637 -0.885 -3.866
H 0.967 -2.380 -4.744
H 1.228 -4.046 -3.945
H 2.062 -4.328 -2.383
N -1.207 0.545 3.274
C 0.045 0.833 3.599
N 0.199 1.027 4.854
O 0.974 0.898 2.789
H -1.927 0.415 3.969
H -1.435 0.448 2.295
H -0.647 0.992 5.404
H 1.083 1.424 5.137
N -4.186 1.655 0.259
C -4.767 1.234 -0.862
N -5.949 1.798 -1.038
O -4.335 0.357 -1.580
H -4.489 2.417 0.848
H -3.286 1.204 0.341
H -6.184 2.654 -0.556
H -6.582 1.395 -1.714
C -0.336 4.383 1.563
C -0.643 4.320 0.051
C 0.358 3.650 -0.782
O -1.876 3.609 -0.061
H -1.051 4.888 2.213
H 0.564 4.978 1.718
H -0.284 3.356 1.924
H -0.869 5.300 -0.370
H 0.674 2.677 -0.406
H 1.279 4.218 -0.917
H -0.089 3.558 -1.771
H -1.674 2.682 0.087
C 4.830 -0.764 -1.731
C 4.362 -0.361 -0.370
O 5.050 0.823 0.021
H 4.269 -1.575 -2.196
H 5.894 -0.996 -1.698
H 4.725 0.036 -2.464
H 4.690 -1.132 0.327
H 3.276 -0.282 -0.325
H 4.502 1.339 0.618
C 4.455 3.784 2.599
C 3.133 3.522 1.766
O 3.100 2.183 1.401
H 5.288 3.618 1.916
H 4.519 3.162 3.493
H 4.614 4.795 2.973
H 3.166 4.113 0.851
H 2.268 3.763 2.384
H 2.435 1.846 2.007
C 1.614 -2.606 3.436
C 2.715 -2.355 2.401
O 3.961 -2.955 2.720
H 0.657 -2.131 3.218
H 1.883 -2.162 4.395
H 1.357 -3.665 3.460
H 2.803 -1.270 2.440
H 2.390 -2.721 1.427
H 3.828 -3.894 2.868
C -4.402 -1.949 -5.728
C -4.231 -1.608 -4.284
O -3.676 -0.323 -4.234
H -3.546 -1.755 -6.374
H -5.266 -1.558 -6.266
H -4.549 -3.026 -5.649
H -3.619 -2.344 -3.763
H -5.180 -1.683 -3.751
H -3.706 -0.083 -3.305
C -1.111 -3.847 0.265
C -2.221 -3.074 0.895
O -3.229 -4.011 1.153
H -0.885 -4.699 0.907
H -0.174 -3.305 0.394
H -1.171 -4.132 -0.786
H -2.435 -2.394 0.071
H -2.021 -2.529 1.818
H -3.538 -4.383 0.324

***

[4]
Below is 2 unconnected molecules or ions with the total composition C3H9NO2 at a distorted geometry, with properties calculated with ωB97M-V/def2-TZVPD.

Calculated values
frontier orbital gap	10.170	eV
energy above the lowest of the compared OMol25 structures with the same formula, charge and spin	73.53	kcal/mol
maximum force	13.89	eV/A
total energy	-324.85543	Ha
SMILES	CC(N)=O.CO
HOMO energy	-0.349	Eh
net charge	0

Atoms and positions in Å:
C 0.328 2.494 0.747
C 0.726 1.011 0.526
N 1.174 0.443 1.701
O 1.012 0.349 -0.468
H 0.272 2.860 1.719
H -0.646 2.718 0.347
H 1.136 3.200 0.330
H 0.652 0.929 2.571
H 1.888 -0.010 1.912
C -1.192 -1.414 -1.464
O -1.610 -2.716 -0.959
H -2.044 -0.719 -1.495
H -0.278 -1.014 -0.994
H -1.073 -1.776 -2.485
H -2.516 -2.900 -1.240

***

[5]
Below is a molecular structure, C2HCl2IO at a distorted geometry, with properties calculated with ωB97M-V/def2-TZVPD.

Calculated values
frontier orbital gap	9.284	eV
energy above the lowest of the compared OMol25 structures with the same formula, charge and spin	11.12	kcal/mol
maximum force	2.73	eV/A
total energy	-1370.08404	Ha
HOMO energy	-0.378	Eh
net charge	0

Atoms and positions in Å:
C -0.186 -0.440 0.807
C 0.105 0.091 -0.537
O 0.618 -0.742 1.613
Cl 1.418 -0.511 -1.510
Cl -1.377 0.006 -1.623
I 0.650 2.139 0.088
H -1.228 -0.543 1.161

***

[6]
Below is 6 unconnected molecules or ions with the total composition C18H34N8O2 at a distorted geometry, with properties calculated with ωB97M-V/def2-TZVPD.

Calculated values
frontier orbital gap	8.646	eV
energy above the lowest of the compared OMol25 structures with the same formula, charge and spin	68.14	kcal/mol
maximum force	5.53	eV/A
total energy	-1294.74563	Ha
SMILES	c1cc[nH]c1.NC(N)=O.NC(N)=O.CCCC#N.CCCC#N.CCCC#N
HOMO energy	-0.297	Eh
net charge	0

Atoms and positions in Å:
C 11.730 8.232 3.987
C 12.243 6.936 3.999
C 12.649 6.758 2.722
N 12.620 7.905 2.007
C 11.926 8.868 2.745
H 11.299 8.798 4.801
H 12.220 6.132 4.720
H 13.123 5.904 2.262
H 12.961 7.986 1.060
H 11.620 9.831 2.365
N 7.749 11.024 3.479
C 7.895 10.464 4.633
N 9.063 10.759 5.202
O 7.068 9.667 5.112
H 8.361 11.801 3.278
H 7.068 10.562 2.892
H 9.061 10.397 6.145
H 9.808 11.196 4.679
N 13.774 10.857 4.771
C 15.021 10.646 4.582
N 15.717 10.895 5.651
O 15.563 10.406 3.510
H 13.314 10.836 5.670
H 13.228 10.720 3.932
H 15.149 11.453 6.272
H 16.695 11.061 5.460
C 9.994 3.891 -1.914
C 10.919 4.770 -1.013
C 11.061 6.210 -1.517
C 11.558 6.364 -2.893
N 11.966 6.421 -3.995
H 9.700 2.901 -1.566
H 10.495 3.734 -2.870
H 9.156 4.579 -2.020
H 11.898 4.292 -1.044
H 10.527 4.826 0.002
H 11.762 6.680 -0.828
H 10.082 6.669 -1.381
C 15.954 6.245 -3.701
C 16.879 7.513 -3.410
C 17.113 8.040 -1.991
C 15.857 8.150 -1.230
N 14.885 8.126 -0.643
H 16.078 5.546 -2.874
H 16.152 5.639 -4.586
H 14.945 6.656 -3.684
H 16.561 8.300 -4.094
H 17.805 7.263 -3.927
H 17.728 8.939 -2.039
H 17.773 7.372 -1.438
C 15.882 6.900 5.565
C 16.351 7.462 6.895
C 15.162 7.680 7.891
C 14.091 8.587 7.556
N 13.216 9.297 7.204
H 16.251 5.930 5.232
H 16.313 7.628 4.878
H 14.817 6.866 5.337
H 16.735 8.475 6.772
H 17.165 6.795 7.179
H 15.591 8.099 8.801
H 14.712 6.766 8.278